Record 1
ORCA calculation (ωB97M-V with the def2-TZVPD basis set) on 7 unconnected molecules or ions with the total composition C26H36NO21P.

Energy in eV: -81322.7745
Kohn-Sham gap in eV: 7.4
Strongest force on any atom in eV/Å: 2.30
LUMO level in eV: -1.10

Geometry as ORCA input:
```
! RIJCOSX wB97M-V def2-TZVPD def2/J DEFGRID3
* xyz 0 1
C 1.8905 -3.9668 5.0280
C 3.0178 -3.6419 6.0370
P 3.9561 -2.0729 5.8447
C 4.8579 -2.1415 4.2559
C 4.0182 -2.1569 2.9416
C 2.7923 -0.6847 5.7369
C 2.9851 0.4640 6.3871
N 4.0027 0.8534 7.2411
C 1.8295 1.3846 6.0951
O 1.5265 2.4002 6.6912
O 1.1312 0.8305 5.0618
C 1.5093 -0.5204 4.9940
O 0.8080 -1.3214 4.4363
H 2.0791 -3.5409 4.0580
H 0.9481 -3.6204 5.4149
H 1.7897 -5.0409 4.9329
H 2.5618 -3.5604 7.0109
H 3.7422 -4.4419 6.0412
H 5.5860 -1.3467 4.2350
H 5.4421 -3.0513 4.2987
H 4.4981 -1.5334 2.2069
H 3.0173 -1.8117 3.1489
H 3.9637 -3.1707 2.5799
H 3.6380 1.5584 7.8707
H 4.7638 1.2902 6.7402
O 2.2655 -1.9724 -1.3594
C 1.4693 -1.7490 -0.5031
O 0.1603 -2.0585 -0.5893
C -0.4407 -1.8538 0.6964
C 0.4999 -0.8548 1.3283
O 1.7484 -1.1557 0.6752
H -1.4521 -1.4769 0.5855
H -0.4595 -2.8068 1.2291
H 0.2238 0.1751 1.1005
H 0.5928 -0.9758 2.4042
O -1.7135 0.7631 -0.6679
C -1.8678 0.5782 -1.8387
O -1.8862 -0.6302 -2.4237
C -2.3101 -0.4601 -3.7862
C -1.9558 0.9839 -4.0526
O -2.0396 1.5616 -2.7387
H -1.7870 -1.1479 -4.4403
H -3.3842 -0.6511 -3.8449
H -0.9369 1.0993 -4.4150
H -2.6406 1.4804 -4.7354
O -2.2872 -4.6620 -4.4644
C -1.1566 -4.3321 -4.3136
O -0.1485 -5.1643 -3.9720
C 1.0915 -4.4507 -4.1007
C 0.6511 -3.0127 -3.9621
O -0.7042 -3.0657 -4.4555
H 1.7911 -4.7569 -3.3282
H 1.5194 -4.6687 -5.0811
H 0.6347 -2.6788 -2.9322
H 1.2451 -2.3186 -4.5516
O -1.8356 7.5149 -0.7571
C -1.9912 6.3510 -0.5908
O -2.1122 5.7556 0.6202
C -2.5033 4.3909 0.4119
C -2.0158 4.1250 -0.9929
O -2.0636 5.4330 -1.5825
H -2.0446 3.7448 1.1551
H -3.5893 4.3190 0.4946
H -0.9845 3.7674 -1.0141
H -2.6443 3.4336 -1.5362
O 2.0952 0.5099 -4.7451
C 2.0710 1.5736 -4.2221
O 3.0921 2.4572 -4.2064
C 2.6025 3.7031 -3.6926
C 1.4011 3.2682 -2.8798
O 0.9984 2.0724 -3.5591
H 3.3677 4.1963 -3.1000
H 2.3285 4.3443 -4.5316
H 1.6597 3.0156 -1.8496
H 0.5945 3.9972 -2.8799
O -4.6188 3.0005 -3.2514
C -5.3028 2.1690 -2.7570
O -5.1394 1.6939 -1.4977
C -6.2688 0.8734 -1.1766
C -6.7586 0.4548 -2.5473
O -6.3397 1.5517 -3.3684
H -5.9652 0.0370 -0.5530
H -6.9998 1.4779 -0.6372
H -6.2743 -0.4563 -2.9039
H -7.8364 0.3307 -2.6010
*
```



Record 2
ORCA calculation (ωB97M-V with the def2-TZVPD basis set) on a gas-phase ion, C26H37BF5N2O3 (charge +1).

Energy in eV: -50942.3507
Kohn-Sham gap in eV: 7.5
Strongest force on any atom in eV/Å: 3.95
LUMO level in eV: -4.37

Geometry as ORCA input:
```
! RIJCOSX wB97M-V def2-TZVPD def2/J DEFGRID3
* xyz 1 1
C -0.6069 -4.5949 -2.0488
C -1.4236 -3.4678 -1.2413
C -0.3364 -2.7146 -0.3155
C -0.5701 -1.1533 -0.3041
C -1.2369 -0.6473 0.9298
O -1.6060 -1.5098 1.9434
C -0.6760 -1.5021 3.0590
C 0.7789 -2.0354 2.7552
C 0.7987 -3.6019 3.1029
C 1.7535 -1.3545 3.8450
C 1.6459 -2.0317 5.2781
C 3.2428 -1.4165 3.2893
C -1.5072 0.7829 1.0725
C -2.2554 1.2281 2.3665
C -3.7424 1.6994 1.9576
C -4.8493 0.9607 2.7830
F -6.0433 1.6750 2.7032
F -5.1173 -0.2897 2.2567
F -4.5692 0.8523 4.1244
C -1.0428 1.6705 -0.0309
C -1.2445 3.1276 0.0933
F -1.8160 3.7265 1.1820
N -0.8271 3.9932 -0.8627
C -0.1991 3.5632 -2.0729
B 0.2077 4.8203 -3.0400
N -0.5295 5.2032 -4.2655
O 1.3443 5.5384 -2.6577
C 0.0463 2.1579 -2.3786
C 0.6865 1.8409 -3.7471
C 2.2145 1.3839 -3.7000
C 3.0938 2.4887 -4.4635
C -0.3675 1.1736 -1.2948
C -0.1241 -0.2825 -1.4318
C 0.5814 -1.0548 -2.5555
C 2.0814 -1.3051 -2.0787
O 2.6262 -0.6382 -1.2626
F 2.7720 -2.3343 -2.6972
H 0.3172 -4.9217 -1.4995
H -0.2869 -4.1287 -3.0189
H -1.2416 -5.5023 -2.2545
H -2.1557 -4.0226 -0.5989
H -1.9087 -2.7742 -1.9761
H 0.6819 -2.9450 -0.7307
H -0.4268 -3.1758 0.6935
H -0.5680 -0.4549 3.4737
H -1.1660 -2.0969 3.8849
H 1.1479 -1.8182 1.7210
H 0.1194 -3.8513 3.9650
H 1.8544 -3.9244 3.3408
H 0.4665 -4.2455 2.2447
H 1.4945 -0.2683 3.9734
H 2.3309 -2.9314 5.2741
H 1.9610 -1.3465 6.1138
H 0.5978 -2.3630 5.5340
H 3.5981 -2.4739 3.1972
H 3.8831 -0.8012 3.9811
H 3.2444 -0.8716 2.2966
H -1.7095 2.0918 2.8254
H -2.3959 0.4287 3.1296
H -3.9373 1.5027 0.8728
H -3.8733 2.7962 2.1917
H -1.0007 4.9936 -0.7030
H -0.2465 4.5511 -5.0035
H -1.5434 5.1381 -4.1417
H 1.4287 6.3399 -3.2093
H 0.6728 2.6839 -4.4996
H 0.0111 1.0801 -4.2495
H 2.5966 1.3706 -2.6490
H 2.3874 0.4271 -4.2616
H 2.7759 3.4833 -4.0225
H 2.7334 2.5271 -5.5364
H 4.1912 2.3031 -4.3766
H 0.1732 -2.1032 -2.6888
H 0.6092 -0.6487 -3.5857
*
```



Record 3
ORCA calculation (ωB97M-V with the def2-TZVPD basis set) on 6 unconnected molecules or ions with the total composition C26H37Br2F15N3O10.

Energy in eV: -233350.0497
Kohn-Sham gap in eV: 8.7
Strongest force on any atom in eV/Å: 1.41
LUMO level in eV: -3.82

Geometry as ORCA input:
```
! RIJCOSX wB97M-V def2-TZVPD def2/J DEFGRID3
* xyz 1 1
C 1.0139 -1.1973 0.5965
C 2.1505 -0.1746 0.5875
N 1.6870 1.1663 0.1212
C 2.6826 1.9949 -0.3158
N 4.0158 1.8839 0.0171
N 2.3605 2.9692 -1.1398
C 0.7744 1.8222 1.0184
Br 1.5073 2.3557 2.6882
C -0.5042 2.0082 0.6866
C -1.0998 1.5788 -0.6272
Br -1.7088 2.8175 1.8870
H 1.3675 -2.1232 0.1502
H 0.2054 -0.8344 -0.0340
H 0.6402 -1.3778 1.6003
H 2.6303 -0.0795 1.5636
H 2.9177 -0.4824 -0.1183
H 4.5176 1.2665 -0.6168
H 4.1380 1.5987 0.9848
H 2.8671 3.8450 -1.1284
H 1.5640 2.8316 -1.7451
H -2.0812 2.0268 -0.7468
H -1.2307 0.4994 -0.6587
H -0.4892 1.9276 -1.4581
C -5.0745 2.7488 4.6807
C -3.8005 1.9366 4.7652
O -3.4114 1.7203 6.1349
C -4.0038 0.7050 6.7515
O -4.8131 -0.0419 6.2893
C -3.4513 0.5767 8.1862
F -3.3541 1.7696 8.7797
F -2.2265 0.0285 8.1453
F -4.2362 -0.2007 8.9204
H -4.9636 3.6860 5.2268
H -5.3107 2.9728 3.6410
H -5.9132 2.2056 5.1145
H -2.9692 2.4765 4.3149
H -3.8990 0.9811 4.2502
C 3.7534 -4.7822 -5.3426
C 3.2357 -5.0395 -3.9466
O 3.9528 -4.2386 -2.9696
C 3.5412 -3.0011 -2.8107
O 2.6397 -2.4403 -3.3629
C 4.3788 -2.3166 -1.7108
F 5.6786 -2.5549 -1.8208
F 3.9783 -2.7206 -0.4963
F 4.1977 -0.9787 -1.7750
H 4.8282 -4.9571 -5.3898
H 3.2586 -5.4476 -6.0483
H 3.5655 -3.7534 -5.6490
H 3.4118 -6.0694 -3.6471
H 2.1681 -4.8406 -3.8661
C -4.8160 -1.8756 -2.5638
C -5.6722 -1.8875 -1.3180
O -5.3174 -0.7884 -0.4473
C -5.8776 0.3814 -0.7127
O -6.6597 0.6396 -1.5759
C -5.3763 1.4205 0.3106
F -4.0466 1.2986 0.4949
F -5.9728 1.2413 1.4945
F -5.6204 2.6586 -0.1009
H -3.7608 -1.8802 -2.2954
H -5.0333 -2.7452 -3.1755
H -5.0065 -0.9807 -3.1576
H -5.4899 -2.7849 -0.7308
H -6.7350 -1.8494 -1.5508
C 5.6535 7.0853 2.2694
C 6.5049 7.4245 1.0668
O 5.8901 6.9548 -0.1562
C 4.9643 7.7453 -0.6783
O 4.5745 8.7892 -0.2528
C 4.4533 7.1398 -2.0018
F 4.2323 5.8085 -1.8845
F 5.3523 7.3135 -2.9706
F 3.3118 7.7036 -2.3727
H 5.4545 6.0133 2.3063
H 6.1676 7.3769 3.1841
H 4.6965 7.6054 2.2315
H 7.4659 6.9178 1.1126
H 6.6905 8.4946 0.9938
C -0.6578 -6.8307 -0.2290
C -1.8131 -7.4460 -0.9865
O -2.4618 -6.4680 -1.8290
C -1.9015 -6.2521 -3.0093
O -0.9176 -6.7676 -3.4495
C -2.7451 -5.2316 -3.8005
F -3.1170 -4.1997 -3.0244
F -3.8531 -5.8162 -4.2690
F -2.0574 -4.7463 -4.8279
H -0.9951 -5.9659 0.3434
H -0.2312 -7.5607 0.4576
H 0.1244 -6.4997 -0.9124
H -2.5866 -7.7899 -0.3040
H -1.4936 -8.2941 -1.5899
*
```